63
Properties=species:S:1:pos:R:3:forces:R:3 method="wB97M-V/def2-TZVPD" charge=+4 e_above_lowest_kcal_mol=49.09 e_tot_ha=-2628.829470 homo_energy_ha="-0.6974 / -0.7068" max_force_ev_per_a=1.31 spin_multiplicity=2
In 0.46621 -0.46806 0.09129 0.66 -1.13 0.09
C 1.86267 -0.46702 -4.18526 0.02 -0.02 0.00
C 0.82294 -1.10741 -4.83782 0.01 0.00 -0.01
C -0.32741 -1.42840 -4.12701 -0.02 -0.02 -0.01
C -0.41017 -1.10726 -2.78636 0.03 0.01 0.01
N 0.61415 -0.49595 -2.15108 0.05 0.30 0.06
C 1.72097 -0.18481 -2.84052 -0.05 -0.05 -0.02
C -1.60603 -1.42613 -1.95876 0.01 -0.03 0.04
C -2.74242 -2.06882 -2.42026 -0.05 -0.02 -0.01
C -3.76234 -2.34431 -1.51714 0.01 0.00 -0.01
C -3.63617 -1.98678 -0.17938 -0.04 -0.01 -0.02
C -2.48068 -1.33890 0.21927 0.02 0.04 0.00
N -1.51932 -1.06756 -0.67269 -0.04 0.30 0.04
C -2.16733 -0.93138 1.61862 0.01 0.02 0.04
C -3.02214 -1.17051 2.67783 -0.02 -0.01 0.00
C -2.61969 -0.84595 3.96843 -0.01 0.00 0.01
C -1.36227 -0.29880 4.17054 0.00 0.00 0.02
C -0.56309 -0.06515 3.06983 -0.06 -0.05 -0.02
N -0.96278 -0.35296 1.81998 0.20 0.36 -0.01
H 2.77521 -0.20225 -4.70043 0.00 0.00 0.00
H 0.90170 -1.36056 -5.88720 0.00 0.00 0.00
H -1.13882 -1.93790 -4.62541 -0.01 0.02 0.00
H 2.51881 0.29694 -2.29401 -0.01 0.03 -0.01
H -2.84531 -2.36831 -3.45261 0.01 -0.01 0.00
H -4.65696 -2.85182 -1.85529 0.01 -0.01 0.00
H -4.42450 -2.22726 0.51850 0.01 0.00 0.01
H -3.99008 -1.62211 2.51651 0.01 -0.02 0.00
H -3.27961 -1.03564 4.80534 0.01 -0.02 0.00
H -0.99918 -0.06900 5.16245 0.00 0.01 0.00
H 0.43730 0.33219 3.18473 -0.01 0.02 0.00
F 2.23471 -1.56519 0.49563 -0.09 0.06 -0.04
P 1.62636 -3.32740 0.67962 -0.17 -0.06 -0.06
F 2.55471 -3.42957 1.91615 0.03 0.01 0.00
F 0.91557 -4.68745 0.78868 0.03 0.01 -0.03
F 2.72667 -3.71769 -0.34318 0.03 0.02 0.01
F 0.48779 -2.54696 1.59538 0.01 -0.01 0.02
F 0.66336 -2.81180 -0.59953 -0.01 -0.09 0.03
N 6.44920 3.45433 2.02364 0.02 0.02 0.01
C 7.06113 4.47967 2.73671 0.06 -0.27 0.29
C 8.36560 4.75286 3.04952 -0.01 -0.04 0.04
C 8.60346 5.88996 3.89157 -0.03 -0.13 0.10
C 7.57047 6.58071 4.52218 -0.06 0.13 -0.18
C 6.25665 6.27971 4.22523 0.04 0.14 -0.12
C 5.99345 5.15853 3.36439 -0.02 0.09 -0.06
N 4.82348 4.57172 3.07264 -0.02 0.20 -0.18
C 5.12739 3.56947 2.24249 0.01 -0.06 0.03
C 4.07548 2.71735 1.65626 0.02 0.03 0.01
C 4.32832 1.67664 0.77045 0.01 0.01 -0.03
C 3.27900 0.91138 0.29651 0.03 0.05 0.09
N 1.99928 1.13732 0.64862 -0.21 0.07 -0.05
C 1.75452 2.17005 1.48134 -0.01 0.03 -0.05
C 2.74630 2.97012 2.00244 -0.03 0.00 0.02
H 6.92895 2.77515 1.45156 -0.02 -0.01 0.00
H 9.18847 4.10637 2.76961 0.05 0.17 -0.23
H 9.62526 6.22497 4.02255 0.02 -0.11 0.11
H 7.80376 7.40383 5.18297 0.00 0.07 -0.08
H 5.44689 6.93168 4.52807 -0.06 -0.20 0.26
H 5.32523 1.42481 0.43537 0.00 -0.02 0.01
H 3.47994 0.07289 -0.35155 -0.01 -0.03 0.02
H 0.72071 2.35470 1.74880 0.01 -0.05 0.05
H 2.50139 3.77753 2.67874 0.01 0.00 0.00
O -2.27125 2.83940 -0.30719 -0.15 -0.05 -0.10
N -1.73225 2.02691 -0.71553 -0.25 0.33 -0.06